The following is a quantum chemistry calculation of a single C3H9N3 molecule at a distorted geometry, from the Open Molecules 2025 dataset.

Calculated total energy: -283.96156 a.u.
HOMO: -8.8 eV
LUMO: 0.86 eV
SMILES string: [H]/N=C(/N)NCC
Spin multiplicity: 1
Frontier orbital gap: 9.631 eV
Relative energy (zero: lowest compared OMol25 entry of this formula, charge and spin): 0.5864 eV

Element x y z (Å)
H -1.177 1.496 -1.737
N -0.618 0.732 -2.108
C -0.013 0.178 -1.114
N 1.137 -0.514 -1.344
N -0.553 0.003 0.178
C 0.403 -0.152 1.296
C -0.369 -0.190 2.615
H 1.437 -1.322 -0.828
H 1.615 -0.502 -2.228
H -1.095 0.834 0.340
H 0.880 -1.112 1.145
H 1.110 0.660 1.232
H -0.795 -1.167 2.770
H 0.211 0.204 3.447
H -1.156 0.563 2.492

Forces on the atoms, in the same order (eV/Å):
-0.7 -0.3 -0.2
1.0 1.0 0.8
-0.6 -1.5 -1.0
1.2 -0.8 0.1
0.8 0.7 -0.2
-0.7 -0.4 -0.2
0.0 1.4 -0.8
-0.4 0.1 0.5
-0.6 0.6 -0.3
-0.7 0.0 0.2
0.5 0.0 0.1
0.6 0.1 0.4
-0.2 -0.2 0.4
0.2 -0.6 0.1
-0.3 -0.3 0.3